[1]
This record from the OMol25 dataset describes a molecular structure, C31H43N2OPb in a non-equilibrium geometry. The level of theory is ωB97M-V/def2-TZVPD.

CARTESIAN COORDINATES (ANGSTROEM)
C: 0.69 -3.42 -1.20
C: 1.56 -2.59 -1.97
C: 1.00 -2.44 -3.26
C: -0.25 -3.12 -3.28
C: -0.45 -3.72 -2.01
Pb: -0.84 -0.80 -1.14
C: -3.30 0.93 -1.79
C: -3.27 0.50 -0.47
H: -3.41 1.24 0.33
C: -3.10 -0.87 -0.14
H: -3.63 -1.64 -0.73
H: -2.92 -1.13 0.90
C: -3.45 2.37 -2.10
H: -2.90 2.99 -1.38
H: -3.08 2.62 -3.11
H: -4.51 2.67 -2.05
C: -3.54 -0.08 -2.88
H: -3.01 -1.04 -2.74
H: -4.61 -0.35 -2.91
H: -3.26 0.30 -3.87
C: 2.80 -1.94 -1.48
H: 2.73 -1.64 -0.42
H: 3.66 -2.62 -1.57
H: 3.03 -1.04 -2.07
C: 1.60 -1.63 -4.35
H: 1.77 -0.60 -4.02
H: 2.57 -2.04 -4.66
H: 0.94 -1.60 -5.23
C: -1.21 -3.17 -4.42
H: -1.19 -2.24 -5.01
H: -0.96 -3.99 -5.11
H: -2.24 -3.32 -4.07
C: -1.64 -4.49 -1.57
H: -2.54 -4.17 -2.11
H: -1.51 -5.57 -1.77
H: -1.83 -4.38 -0.49
C: 0.91 -3.82 0.21
H: -0.03 -4.16 0.67
H: 1.64 -4.64 0.29
H: 1.30 -2.98 0.81
C: -0.59 0.84 -2.82
C: -0.31 2.04 -2.24
C: -0.70 0.70 -4.19
C: 0.08 3.13 -3.05
H: -0.30 2.11 -1.15
C: -0.33 1.78 -5.01
H: -1.05 -0.23 -4.65
C: 0.10 2.99 -4.44
H: 0.37 4.07 -2.56
H: -0.40 1.66 -6.10
H: 0.42 3.82 -5.08
C: 3.73 3.90 5.82
C: 2.28 3.83 5.39
N: 1.88 2.54 4.80
C: 2.41 1.36 5.49
C: 1.86 1.23 6.89
C: 1.29 2.52 3.56
O: 1.32 3.48 2.79
C: 0.55 1.26 3.14
C: -0.23 0.47 4.01
C: -0.77 -0.72 3.51
C: -0.66 -0.98 2.14
N: -0.06 -0.14 1.28
C: 0.54 0.97 1.77
H: 3.95 3.29 6.70
H: 3.95 4.94 6.08
H: 4.41 3.61 5.01
H: 1.64 3.98 6.27
H: 2.05 4.60 4.66
H: 2.19 0.47 4.90
H: 3.50 1.49 5.54
H: 0.77 1.26 6.89
H: 2.17 0.27 7.31
H: 2.23 2.03 7.55
H: -0.43 0.79 5.03
H: -1.27 -1.45 4.14
H: -1.12 -1.89 1.73
H: 1.03 1.63 1.06

- lowest unoccupied orbital energy (spin up / spin down) (eV) = -3.92 / -4.32
- F_max (Eh/bohr) = 0.0553
- charge = +1
- E_HOMO (spin up / spin down) (eV) = -10.2726 / -9.6647
- DFT total energy (eV) = -43110.9795

---

[2]
This record from the OMol25 dataset describes 6 unconnected molecules or ions with the total composition C31H43N4O13P in a non-equilibrium geometry. The level of theory is ωB97M-V/def2-TZVPD.

CARTESIAN COORDINATES (ANGSTROEM)
O: 1.74 3.23 -2.48
P: 1.58 2.39 -1.30
O: 2.86 2.36 -0.37
O: 0.32 2.79 -0.41
C: 1.28 0.63 -1.73
N: 2.36 -0.14 -1.83
N: 2.15 -1.41 -2.13
C: 0.89 -1.80 -2.30
C: 0.63 -3.25 -2.59
C: 1.81 -4.13 -2.20
C: 1.88 -4.38 -0.68
C: 2.92 -3.56 0.05
C: 2.56 -2.95 1.25
C: 3.47 -2.17 1.95
C: 4.76 -1.99 1.49
C: 5.14 -2.63 0.31
C: 4.22 -3.40 -0.40
N: -0.18 -1.00 -2.24
N: 0.02 0.27 -1.94
H: 2.96 1.51 0.07
H: 0.03 2.02 0.10
H: 0.37 -3.37 -3.63
H: -0.20 -3.53 -1.95
H: 2.75 -3.76 -2.61
H: 1.65 -5.09 -2.69
H: 2.09 -5.43 -0.51
H: 0.92 -4.18 -0.22
H: 1.57 -3.06 1.66
H: 3.18 -1.68 2.87
H: 5.45 -1.36 2.03
H: 6.15 -2.49 -0.04
H: 4.55 -3.88 -1.31
O: 2.84 -0.46 5.82
C: 3.99 -0.23 5.58
O: 4.40 0.85 4.89
C: 5.82 0.80 4.67
C: 6.36 -0.13 5.76
C: 5.19 -1.09 5.95
H: 6.01 0.41 3.67
H: 6.23 1.80 4.74
H: 7.29 -0.61 5.49
H: 6.52 0.44 6.68
H: 5.23 -1.94 5.26
H: 5.10 -1.45 6.97
O: -1.29 -2.90 -4.78
C: -1.16 -2.65 -5.95
O: -0.43 -3.42 -6.79
C: -0.36 -2.81 -8.09
C: -1.57 -1.88 -8.15
C: -1.71 -1.45 -6.69
H: 0.58 -2.28 -8.17
H: -0.39 -3.60 -8.84
H: -1.43 -1.06 -8.85
H: -2.45 -2.44 -8.46
H: -1.10 -0.58 -6.46
H: -2.74 -1.26 -6.40
O: -3.81 1.02 -3.95
C: -3.72 1.83 -3.07
O: -4.53 2.91 -2.99
C: -4.12 3.75 -1.90
C: -3.34 2.85 -0.96
C: -2.71 1.85 -1.94
H: -3.50 4.56 -2.30
H: -5.00 4.18 -1.43
H: -2.62 3.39 -0.35
H: -4.02 2.33 -0.29
H: -1.76 2.20 -2.33
H: -2.59 0.86 -1.51
O: -3.44 5.16 1.99
C: -4.46 5.77 1.81
O: -5.39 5.38 0.92
C: -6.45 6.35 0.85
C: -6.39 7.10 2.17
C: -4.89 7.06 2.48
H: -6.27 7.00 -0.01
H: -7.40 5.83 0.70
H: -6.80 8.11 2.11
H: -6.94 6.56 2.93
H: -4.35 7.89 2.03
H: -4.69 7.02 3.55
O: 1.04 -3.74 4.19
C: 0.02 -3.14 4.00
O: -0.94 -3.58 3.15
C: -1.99 -2.61 3.05
C: -1.88 -1.76 4.31
C: -0.38 -1.81 4.59
H: -1.82 -2.02 2.14
H: -2.94 -3.12 2.96
H: -2.29 -0.76 4.19
H: -2.42 -2.25 5.13
H: 0.16 -1.02 4.07
H: -0.15 -1.78 5.65

- lowest unoccupied orbital energy (eV) = -0.94
- SMILES string = O=P(O)(O)c1nnc(CCCc2ccccc2)nn1.O=C1CCCO1.O=C1CCCO1.O=C1CCCO1.O=C1CCCO1.O=C1CCCO1
- F_max (Eh/bohr) = 0.0256
- E_HOMO (eV) = -8.8804
- DFT total energy (eV) = -74712.7918